A molecular structure, C10H12N5O8P2RuS, computed with ωB97M-V/def2-TZVPD.

The lowest unoccupied orbital energy comes out at 2.720 eV. The relative energy (zero: lowest compared OMol25 entry of this formula, charge and spin) is 6.36 kcal/mol. For the HOMO energy, the calculation gives -0.1618 hartree. Its total energy is -66395.3020 eV. As for the gap between HOMO and LUMO: 7.124 eV.

Geometry as ORCA input:
```
! wB97M-V def2-TZVPD RIJCOSX def2/J DEFGRID3
* xyz -1 1
Ru -0.14 0.48 0.09
N -0.13 -2.98 1.39
C -1.46 -2.77 0.70
C -2.38 -3.95 0.93
P -2.11 -1.17 1.45
O -2.45 -0.21 0.18
O -3.25 -1.46 2.32
O -0.81 -0.56 1.98
P -1.08 -2.41 -1.06
O -0.50 -3.84 -1.55
O -2.35 -2.09 -1.76
O 0.06 -1.44 -0.99
H -0.12 -3.83 1.95
H 0.01 -2.13 1.99
H 0.67 -2.99 0.76
H -2.74 -3.96 1.95
H -1.88 -4.89 0.68
H -3.25 -3.84 0.27
H -2.75 -0.70 -0.62
H -0.72 -4.00 -2.48
O -0.05 1.52 -1.67
N 0.28 2.80 -1.50
C 1.02 3.38 -2.46
C 1.36 4.70 -2.39
C 0.94 5.44 -1.28
C 0.20 4.83 -0.31
C -0.15 3.47 -0.38
S -1.03 2.61 0.80
H 1.30 2.70 -3.25
H 1.97 5.13 -3.17
H 1.21 6.48 -1.19
H -0.13 5.36 0.58
O 2.20 1.96 0.37
N 1.90 0.75 0.35
C 2.75 -0.02 1.08
C 2.62 -1.42 1.05
N 2.51 -2.57 1.04
C 3.83 0.57 1.79
N 4.69 1.05 2.37
*
```

Löwdin atomic charge list, values in e, 4 entries: 0.940 0.146 -0.493 -0.089

=====

2 unconnected molecules or ions with the total composition C17H35BN2O6, computed with ωB97M-V/def2-TZVPD.

The lowest unoccupied orbital energy comes out at 0.227 eV. For the HOMO energy, the calculation gives -0.3611 hartree. Its total energy is -34143.2557 eV. The SMILES is CCCCCCC[C@@]1(OB(O)O)C[C@H](CCC(C)C)C(=O)O1.NC(N)=O. As for the gap between HOMO and LUMO: 10.052 eV.

Geometry as ORCA input:
```
! wB97M-V def2-TZVPD RIJCOSX def2/J DEFGRID3
* xyz 0 1
C -1.82 2.57 -0.48
C -1.52 4.06 -0.48
C -0.34 4.51 0.39
C -0.47 4.16 1.88
C 0.03 2.78 2.35
C 1.06 2.10 1.48
C 1.51 0.75 2.10
C 1.41 -0.39 1.14
O 1.62 -1.69 1.71
B 2.33 -1.83 2.88
O 1.79 -2.66 3.88
O 3.55 -1.26 3.10
C 0.07 -0.50 0.37
C 0.44 -0.43 -1.11
C -0.35 -1.27 -2.09
C -1.17 -0.44 -3.11
C -2.70 -0.50 -2.95
C -3.14 -0.63 -1.49
C -3.32 0.80 -3.57
C 1.92 -0.81 -1.01
O 2.62 -1.49 -1.76
O 2.39 -0.20 0.13
H -1.01 2.03 -0.97
H -1.99 2.20 0.53
H -2.71 2.38 -1.07
H -2.38 4.62 -0.12
H -1.33 4.42 -1.48
H 0.61 4.21 -0.03
H -0.36 5.60 0.33
H 0.00 4.94 2.47
H -1.54 4.22 2.11
H -0.82 2.12 2.54
H 0.50 2.92 3.32
H 1.94 2.74 1.43
H 0.74 1.97 0.45
H 2.53 0.88 2.45
H 0.89 0.57 2.97
H 2.01 -3.57 3.68
H 3.68 -1.19 4.04
H -0.30 -1.49 0.58
H -0.71 0.17 0.72
H 0.52 0.62 -1.38
H -0.98 -1.98 -1.57
H 0.37 -1.85 -2.66
H -0.82 0.59 -3.09
H -0.93 -0.81 -4.10
H -3.09 -1.31 -3.55
H -4.11 -0.18 -1.34
H -2.42 -0.19 -0.81
H -3.25 -1.68 -1.22
H -4.03 0.57 -4.36
H -2.55 1.45 -3.99
H -3.84 1.38 -2.82
N 1.51 -6.07 0.89
C 2.72 -5.89 0.27
N 3.13 -4.59 0.17
O 3.38 -6.83 -0.16
H 0.95 -5.32 1.24
H 1.17 -7.01 0.97
H 4.01 -4.42 -0.28
H 2.59 -3.82 0.52
*
```

Löwdin atomic charge list, values in e, 4 entries: -0.093 -0.246 -0.221 -0.191

=====

A molecular structure, C24H29ClLuN4O6P3S, computed with ωB97M-V/def2-TZVPD.

The lowest unoccupied orbital energy comes out at -4.960 eV. The relative energy (zero: lowest compared OMol25 entry of this formula, charge and spin) is 23.29 kcal/mol. For the HOMO energy, the calculation gives -0.5081 hartree. Its total energy is -128445.1856 eV. As for the gap between HOMO and LUMO: 8.867 eV.

Geometry as ORCA input:
```
! wB97M-V def2-TZVPD RIJCOSX def2/J DEFGRID3
* xyz 2 1
Lu 0.45 -0.41 0.69
N 3.65 -0.85 3.91
C 2.70 -0.12 3.01
C 2.92 1.38 3.22
P 3.25 -0.52 1.27
O 2.62 -2.03 1.05
O 4.71 -0.55 1.29
O 2.37 0.30 0.35
P 0.93 -0.48 3.49
O 0.73 -2.00 2.90
O 0.83 -0.44 4.95
O 0.07 0.35 2.55
H 4.60 -0.69 3.54
H 3.48 -1.86 3.90
H 3.56 -0.52 4.87
H 3.95 1.67 3.00
H 2.66 1.67 4.24
H 2.28 1.95 2.54
H 3.32 -2.66 0.82
H 0.38 -2.55 3.61
Cl -2.06 -0.02 -0.48
C -2.70 1.54 -0.01
C -4.05 1.69 0.21
C -4.52 2.94 0.59
C -3.64 4.00 0.72
C -2.29 3.83 0.49
C -1.79 2.59 0.11
P -0.04 2.19 -0.17
C -0.02 1.95 -1.98
C 0.62 0.83 -2.50
C 0.67 0.61 -3.87
C 0.06 1.52 -4.73
C -0.61 2.62 -4.22
C -0.65 2.84 -2.85
C 0.85 3.74 0.17
C 1.42 4.54 -0.82
C 2.11 5.69 -0.46
C 2.24 6.04 0.88
C 1.66 5.25 1.86
C 0.97 4.10 1.51
H -4.73 0.85 0.09
H -5.58 3.08 0.79
H -4.02 4.98 1.02
H -1.61 4.67 0.59
H 1.10 0.11 -1.83
H 1.18 -0.25 -4.27
H 0.10 1.35 -5.79
H -1.10 3.31 -4.89
H -1.19 3.69 -2.45
H 1.34 4.27 -1.86
H 2.54 6.31 -1.23
H 2.78 6.93 1.15
H 1.75 5.53 2.90
H 0.49 3.49 2.27
C 0.54 -4.07 -3.50
C 1.20 -3.87 -2.13
C 0.20 -3.58 -1.07
N 0.14 -2.49 -0.39
N -0.88 -2.43 0.53
C -1.61 -3.52 0.53
N -2.66 -3.72 1.33
S -1.05 -4.70 -0.62
H 1.30 -4.24 -4.26
H -0.05 -3.19 -3.79
H -0.12 -4.94 -3.50
H 1.91 -3.05 -2.17
H 1.74 -4.78 -1.87
H -2.97 -2.99 1.95
H -3.24 -4.54 1.24
*
```

Löwdin atomic charge list, values in e, 4 entries: 1.474 0.208 -0.510 -0.057

=====

A single C5H8N2 molecule, computed with ωB97M-V/def2-TZVPD.

The lowest unoccupied orbital energy comes out at 0.858 eV. The relative energy (zero: lowest compared OMol25 entry of this formula, charge and spin) is 42.14 kcal/mol. For the HOMO energy, the calculation gives -0.2927 hartree. Its total energy is -8293.1691 eV. The SMILES is C=C1C=NN(C)C1. As for the gap between HOMO and LUMO: 8.822 eV.

Geometry as ORCA input:
```
! wB97M-V def2-TZVPD RIJCOSX def2/J DEFGRID3
* xyz 0 1
C -1.48 -2.08 0.36
C -0.58 -1.16 0.05
C 0.76 -1.31 -0.53
N 1.46 -0.24 -0.45
N 0.74 0.72 0.21
C 1.09 2.09 -0.06
C -0.67 0.34 0.23
H -2.42 -1.81 0.84
H -1.32 -3.13 0.14
H 1.19 -2.22 -0.94
H 0.69 2.47 -1.01
H 2.18 2.17 -0.09
H 0.72 2.72 0.75
H -1.17 0.66 1.15
H -1.20 0.78 -0.64
*
```

Löwdin atomic charge list, values in e, 4 entries: 0.049 -0.288 -0.117 0.076

=====

lowest unoccupied orbital energy of number 2 (C17H35BN2O6)? 0.227 eV